[1]
Density functional theory data (the ωB97M-V functional and the def2-TZVPD basis) for C22H42Br5CaCl2CsN2O8PS as an isolated structure.

The geometry in XYZ format:
```
85
Properties=species:S:1:pos:R:3:forces:R:3
C 6.324 0.915 -2.191 1.26 -0.37 -0.58
P 4.823 1.780 -2.950 -0.53 1.21 1.07
C 5.336 2.879 -4.418 -0.06 -1.19 -0.88
C 3.521 0.534 -3.557 -0.74 0.69 1.26
O 4.127 -0.655 -4.230 -0.86 -2.20 1.57
S 4.186 -1.927 -3.102 3.62 -2.20 -1.25
O 3.355 -3.170 -3.513 -0.48 3.64 0.80
O 5.572 -2.490 -3.055 -3.39 2.75 0.85
O 3.639 -1.033 -1.757 0.38 -1.69 -2.11
C 2.605 -0.197 -2.430 0.13 1.10 -0.96
C 1.699 0.709 -1.491 0.45 0.32 0.69
C 0.416 1.372 -2.207 -0.80 -1.07 -0.39
C -0.093 0.651 -3.539 1.63 1.06 -0.27
Cl -0.836 -1.026 -3.252 3.02 1.77 -1.41
H 7.257 1.515 -2.505 -1.48 -0.79 0.32
H 6.335 0.940 -1.044 -0.43 -0.19 -1.78
H 6.486 -0.139 -2.605 -0.16 1.37 0.80
H 6.120 3.643 -4.076 -1.46 -1.10 -0.45
H 4.379 3.394 -4.793 1.61 -0.47 0.73
H 5.753 2.218 -5.262 -0.42 1.16 1.10
H 2.815 1.181 -4.176 1.00 -1.33 0.04
H 2.002 -1.030 -2.964 0.09 1.90 0.80
H 2.322 1.583 -1.074 -0.59 -1.53 -0.68
H 1.359 0.087 -0.594 0.52 0.61 -1.34
H 0.563 2.471 -2.450 0.08 -1.42 0.15
H -0.463 1.327 -1.463 1.34 0.04 -1.04
H 0.747 0.579 -4.316 -0.91 0.03 0.94
H -0.948 1.291 -4.058 0.92 -0.94 0.74
C 3.638 -4.549 0.365 0.02 1.34 0.10
Br 3.934 -6.475 0.267 4.86 1.37 -5.73
Br 1.751 -4.099 0.264 -0.13 -0.03 -0.14
Br 4.484 -3.767 1.929 -0.05 -0.12 -0.07
H 4.117 -4.110 -0.510 -0.05 -0.22 0.12
Cs 2.390 -7.258 2.135 -4.70 -2.18 5.58
Br -2.721 -2.152 -1.975 -2.08 -1.99 1.71
C -1.801 1.583 5.366 0.19 -0.06 0.16
C -2.140 2.913 4.709 0.09 -0.10 0.08
C -3.194 2.897 3.603 0.38 0.21 -0.03
N -2.878 2.046 2.362 -0.39 0.41 0.08
C -3.769 2.586 1.226 0.25 -0.29 -0.16
C -3.720 1.710 -0.019 -0.07 -0.07 0.03
C -4.084 0.270 0.297 -0.13 -0.01 -0.11
C -3.193 -0.276 1.397 -0.10 -0.01 -0.26
C -3.247 0.590 2.640 0.27 -0.19 -0.16
C -1.427 2.210 1.972 -0.40 -0.20 0.16
H -1.202 0.944 4.714 -0.02 -0.06 0.14
H -1.195 1.754 6.260 -0.05 -0.05 -0.08
H -2.702 1.043 5.668 0.05 -0.02 -0.02
H -1.222 3.390 4.354 -0.10 0.01 0.00
H -2.521 3.575 5.495 -0.12 0.06 -0.24
H -3.322 3.923 3.248 0.01 -0.16 -0.15
H -4.161 2.564 3.988 0.11 -0.15 -0.17
H -4.788 2.632 1.619 0.14 -0.04 0.12
H -3.430 3.600 0.999 0.03 -0.08 0.23
H -4.417 2.105 -0.763 0.13 0.16 0.11
H -2.731 1.751 -0.483 -0.05 0.05 -0.06
H -3.981 -0.346 -0.596 0.02 -0.02 0.00
H -5.134 0.214 0.608 0.00 0.03 0.07
H -2.165 -0.368 1.034 -0.03 -0.06 -0.03
H -3.521 -1.288 1.652 0.13 0.11 0.13
H -2.560 0.198 3.387 -0.07 0.29 0.08
H -4.259 0.590 3.054 0.10 0.19 -0.04
H -0.795 1.779 2.747 -0.09 0.10 -0.01
H -1.224 3.276 1.857 -0.02 -0.13 0.02
H -1.236 1.691 1.036 -0.13 0.08 0.04
C 1.058 0.676 7.567 0.03 0.66 0.32
O 0.987 -0.483 7.129 -0.07 -0.52 -0.29
O 1.715 1.616 7.030 0.66 0.22 -1.06
O 0.474 1.096 8.607 -0.77 -0.40 0.78
O 4.916 5.857 -4.849 2.75 -0.54 -0.27
H 5.125 6.683 -4.399 -0.21 -0.04 -0.14
H 4.495 6.157 -5.729 0.48 -0.41 1.61
Ca 1.293 -2.653 -4.524 -0.85 0.21 0.34
Br 2.645 6.585 -5.686 -2.86 0.92 -1.14
Cl -2.294 2.124 -4.787 -0.91 0.54 -0.37
N -3.244 -5.725 1.187 -0.07 -0.12 0.00
C -3.707 -5.428 -0.067 0.08 -0.01 -0.16
C -4.790 -6.233 -0.320 0.16 0.13 -0.05
C -4.992 -7.044 0.826 0.06 -0.10 0.23
C -4.026 -6.706 1.741 0.02 -0.16 0.17
H -2.453 -5.289 1.633 -0.25 0.01 -0.13
H -3.225 -4.673 -0.665 -0.08 0.18 -0.11
H -5.373 -6.238 -1.229 0.07 0.05 0.08
H -5.760 -7.790 0.966 0.06 0.07 0.02
H -3.826 -7.078 2.734 -0.07 0.02 -0.07
```
Forces are in eV/Å.

Calculated values
Charge: -1
Electronic energy (hartree): -16802.16165
Orbital gap (eV): 1.18

=====

[2]
Density functional theory data (the ωB97M-V functional and the def2-TZVPD basis) for a 6-piece molecular cluster, C22H42BrN5O8S overall.

The geometry in XYZ format:
```
79
Properties=species:S:1:pos:R:3:forces:R:3
C -1.518 -4.680 -4.762 0.34 0.44 -0.45
C -0.035 -4.172 -4.205 -1.81 0.13 0.08
Br 1.155 -5.821 -4.041 -0.66 1.19 -0.06
C -0.211 -3.585 -2.684 0.19 0.30 0.03
C -0.563 -1.987 -2.591 2.05 5.23 2.30
C 0.276 -0.871 -1.996 -1.51 -1.91 -2.19
S 1.982 -1.015 -1.194 -0.84 0.13 -1.08
C -0.501 0.591 -2.079 2.34 3.22 1.14
O -0.026 1.836 -1.863 -3.88 -8.90 -1.59
O -1.901 0.226 -2.405 2.11 -1.26 -1.62
C -1.875 -1.108 -3.029 -1.89 -5.19 -3.10
O -2.708 -1.729 -3.868 4.40 5.33 5.48
H -1.892 -3.869 -5.539 0.70 -1.75 1.56
H -2.313 -4.722 -3.900 1.68 0.19 -1.50
H -1.476 -5.764 -5.245 0.16 2.92 1.02
H 0.496 -3.449 -4.957 -0.99 -1.45 1.68
H 0.797 -3.778 -2.120 -2.00 0.79 -0.91
H -1.062 -4.217 -2.157 1.76 1.53 -1.11
H 2.998 -0.735 -2.153 -1.82 -0.18 0.53
C 0.287 4.989 -0.769 -0.15 0.08 -0.20
N -0.254 6.330 -0.853 -0.25 0.60 1.32
C -0.436 6.930 -2.157 -0.13 0.26 0.14
C -0.601 7.051 0.270 -0.03 0.14 -0.79
O -1.063 8.185 0.271 0.38 -0.85 -0.28
H 1.279 4.979 -1.230 -0.01 -0.23 0.06
H -0.375 4.306 -1.309 0.25 -0.13 0.11
H 0.371 4.661 0.270 -0.03 0.13 -0.14
H 0.153 7.851 -2.211 -0.14 -0.03 -0.17
H -1.493 7.181 -2.290 0.16 0.07 -0.16
H -0.119 6.243 -2.946 -0.04 0.05 0.24
H -0.422 6.501 1.209 0.04 -0.09 -0.09
C 1.504 1.137 4.297 -0.23 0.02 -0.13
N 1.671 0.158 3.244 1.24 -0.95 0.27
C 0.736 0.154 2.138 0.13 -0.21 -0.19
C 2.690 -0.770 3.261 -0.76 0.34 -0.48
O 2.889 -1.624 2.405 -0.32 0.64 0.44
H 0.520 1.001 4.755 0.11 0.13 0.09
H 1.571 2.139 3.862 0.02 0.04 0.20
H 2.275 1.027 5.064 -0.06 -0.05 -0.18
H 0.241 -0.821 2.094 -0.07 0.14 -0.13
H 1.287 0.312 1.206 -0.22 -0.01 0.03
H -0.012 0.942 2.262 0.19 -0.15 0.09
H 3.343 -0.679 4.145 -0.08 0.10 0.03
C 4.676 6.694 -1.401 -0.13 0.12 0.19
N 4.254 6.799 -0.020 0.66 -0.98 0.76
C 3.279 7.807 0.339 -0.04 -0.05 0.33
C 4.751 5.969 0.963 -0.52 0.57 0.05
O 4.439 6.003 2.147 0.07 0.16 -1.02
H 5.121 7.644 -1.708 0.00 -0.13 -0.20
H 3.802 6.480 -2.023 0.16 0.02 -0.17
H 5.411 5.895 -1.530 -0.13 0.11 0.11
H 3.716 8.475 1.087 -0.23 0.02 -0.06
H 2.403 7.317 0.774 0.00 0.24 -0.01
H 2.979 8.384 -0.540 0.10 -0.17 0.12
H 5.485 5.240 0.582 -0.03 0.06 -0.11
C -5.612 -8.422 -5.835 0.11 -0.05 0.16
N -4.272 -8.244 -5.315 0.92 0.89 -0.93
C -3.927 -8.856 -4.049 0.34 0.08 0.06
C -3.318 -7.510 -5.985 -0.38 -0.55 0.57
O -2.170 -7.319 -5.603 -1.05 -1.05 -0.19
H -6.328 -8.016 -5.116 -0.12 -0.08 -0.18
H -5.797 -9.491 -5.975 -0.19 0.11 -0.06
H -5.735 -7.909 -6.793 0.10 -0.06 0.17
H -3.617 -8.075 -3.348 0.01 -0.22 0.06
H -3.089 -9.543 -4.203 -0.08 0.05 0.21
H -4.780 -9.402 -3.639 0.12 0.15 -0.17
H -3.685 -7.088 -6.936 -0.08 -0.06 0.08
C 0.253 -1.934 8.914 -0.13 0.18 0.00
N -0.466 -1.049 8.021 0.11 -0.43 -1.40
C -1.160 0.093 8.577 -0.14 0.14 -0.28
C -0.511 -1.261 6.659 -0.25 0.46 0.56
O -1.099 -0.554 5.849 0.37 -0.32 0.78
H -0.450 -2.352 9.640 0.21 -0.09 0.05
H 1.022 -1.359 9.437 0.02 -0.21 0.08
H 0.728 -2.750 8.363 -0.11 0.17 0.02
H -2.224 0.019 8.331 0.09 0.19 0.11
H -0.758 1.007 8.129 -0.18 0.01 0.15
H -1.035 0.130 9.663 0.04 -0.10 -0.23
H 0.049 -2.156 6.342 0.01 0.01 0.12
```
Forces are in eV/Å.

Calculated values
Charge: 0
Electronic energy (hartree): -4711.15642
SMILES string: C[C@H](Br)CC1=C(S)C(=O)OC1=O.CN(C)C=O.CN(C)C=O.CN(C)C=O.CN(C)C=O.CN(C)C=O
Orbital gap (eV): 7.13

=====

[3]
Density functional theory data (the ωB97M-V functional and the def2-TZVPD basis) for a 3-piece molecular cluster, C22H42IN4O5 overall.

The geometry in XYZ format:
```
74
Properties=species:S:1:pos:R:3:forces:R:3
N -1.119 -3.850 4.684 0.15 0.00 0.00
C -0.629 -4.144 3.332 0.05 -0.13 0.20
N -0.637 -5.595 3.120 0.04 -0.05 0.02
C -0.045 -6.393 4.141 -0.08 0.06 -0.07
C 1.483 -6.280 4.244 0.73 0.08 -0.86
O 2.282 -6.206 3.374 -0.77 -0.01 0.78
I 2.208 -6.332 6.348 0.05 -0.04 0.16
C -1.544 -3.385 2.312 0.37 -0.31 0.07
O -2.482 -3.992 1.795 -0.33 -0.28 -0.25
O -1.166 -2.207 2.162 -0.05 0.76 0.02
H -1.364 -2.865 4.694 -0.05 -0.06 -0.03
H -0.368 -3.954 5.361 -0.01 0.09 -0.02
H 0.382 -3.727 3.181 -0.01 -0.14 0.03
H -0.249 -5.805 2.209 -0.21 -0.03 -0.03
H -0.206 -7.465 3.948 0.01 0.10 0.01
H -0.487 -6.168 5.110 0.04 0.01 -0.05
C 1.459 1.788 0.044 0.04 0.00 -0.05
C 1.457 1.066 1.407 -0.03 -0.02 -0.18
C 0.410 1.666 2.357 -0.08 0.02 0.05
C 0.797 3.017 2.956 0.03 -0.01 -0.03
C 2.185 2.962 3.588 -0.07 0.06 0.06
C 3.260 2.472 2.613 0.07 -0.06 -0.13
N 2.803 1.149 2.069 -0.25 0.24 0.23
O 3.095 0.159 2.818 0.16 -0.14 -0.06
C 3.509 3.503 1.509 0.02 -0.05 -0.01
C 4.579 2.248 3.342 0.00 0.06 0.07
C 1.113 -0.397 1.170 0.04 -0.15 -0.07
H 2.463 1.878 -0.367 0.01 -0.05 0.00
H 0.874 1.199 -0.663 -0.04 0.02 0.01
H 1.015 2.784 0.081 0.03 0.02 0.05
H 0.233 0.948 3.162 0.06 -0.01 0.00
H -0.529 1.746 1.804 -0.03 -0.02 0.04
H 0.753 3.807 2.200 0.03 -0.02 -0.02
H 0.065 3.288 3.719 -0.02 0.04 -0.01
H 2.483 3.945 3.966 -0.03 0.01 0.02
H 2.164 2.279 4.442 0.03 -0.04 -0.03
H 4.213 3.113 0.774 0.01 0.00 0.00
H 3.950 4.391 1.966 0.01 0.00 0.00
H 2.609 3.815 0.989 -0.02 0.00 0.01
H 4.459 1.575 4.186 -0.01 -0.02 -0.01
H 4.946 3.211 3.703 0.01 -0.01 -0.01
H 5.322 1.819 2.668 0.00 0.00 0.00
H 1.868 -0.884 0.548 0.02 0.06 -0.02
H 0.153 -0.448 0.655 -0.01 -0.02 0.03
H 0.991 -0.971 2.082 0.04 0.07 0.02
C -1.324 2.738 -4.457 0.03 -0.05 0.05
C -1.335 1.333 -5.090 0.10 0.05 0.09
C -2.667 1.046 -5.799 -0.05 0.02 -0.09
C -3.828 0.744 -4.854 0.03 0.01 0.03
C -3.460 -0.351 -3.855 -0.10 -0.01 -0.07
C -2.190 -0.029 -3.063 0.09 0.08 0.14
N -1.108 0.260 -4.065 -0.36 -0.03 -0.14
O -0.525 -0.781 -4.518 0.19 -0.04 0.03
C -2.424 1.142 -2.105 0.06 0.05 0.04
C -1.763 -1.223 -2.223 -0.06 -0.13 0.08
C -0.193 1.254 -6.098 -0.01 0.06 -0.06
H -0.788 2.740 -3.510 0.05 0.01 -0.01
H -0.816 3.433 -5.125 -0.04 0.00 -0.03
H -2.327 3.127 -4.282 -0.01 -0.02 0.04
H -2.523 0.192 -6.467 0.04 -0.03 0.05
H -2.901 1.909 -6.429 -0.03 -0.03 -0.04
H -4.145 1.650 -4.330 0.04 0.00 0.02
H -4.687 0.420 -5.445 -0.03 0.03 0.01
H -4.272 -0.521 -3.145 -0.03 0.00 -0.03
H -3.299 -1.290 -4.392 0.05 0.00 0.01
H -1.493 1.420 -1.609 0.00 -0.01 0.01
H -3.122 0.814 -1.335 0.02 -0.04 0.01
H -2.845 2.029 -2.569 -0.01 -0.01 -0.04
H -1.651 -2.128 -2.815 0.02 0.05 -0.06
H -2.517 -1.407 -1.458 0.03 0.00 0.03
H -0.817 -1.030 -1.715 0.01 0.01 -0.01
H 0.770 1.374 -5.601 0.00 0.02 0.01
H -0.319 2.065 -6.820 0.01 -0.02 0.00
H -0.186 0.306 -6.627 0.01 -0.03 0.02
```
Forces are in eV/Å.

Calculated values
Spin multiplicity: 3
Charge: -1
Electronic energy (hartree): -1756.34614
Orbital gap (alpha / beta) (eV): 6.98 / 6.97